98
Properties=species:S:1:pos:R:3:mulliken_charge:R:1 method="wB97M-V/def2-TZVPD" homo_energy_ev=-8.38 e_lumo_ev=-3.95 energy_ha=-10202.2844
C -0.76267 3.59266 0.29111 -0.6761
C -1.06384 2.90622 -1.04681 0.8135
O -2.15020 2.47072 -1.21318 -0.5255
O -0.06087 2.82881 -1.97653 -0.2984
C 0.32174 1.47584 -2.26057 -0.8666
C 0.48412 0.61228 -0.98004 -0.3925
C 1.53917 -0.51286 -1.16121 -0.7233
C 1.05874 -1.87122 -0.61786 0.3182
C 2.18102 -2.91734 -0.59211 -1.1292
C 3.51335 -2.31585 -0.08132 -0.4702
O 4.50100 -2.58887 -0.68248 -0.5282
C 3.65509 -1.41442 1.16151 0.4570
C 4.38767 -0.24287 1.03545 -0.3971
C 4.60064 0.58025 2.12916 -0.8266
C 4.08559 0.31114 3.39351 -0.5081
C 3.33848 -0.85830 3.54539 -0.5265
C 3.14037 -1.69500 2.44066 0.1265
O 0.03206 -2.34661 -1.66703 0.4137
C -0.52528 -3.45656 -1.36753 0.1820
O -1.77689 -3.54559 -1.28418 -0.3490
P 0.20470 -1.64554 0.99812 0.8160
O -1.37714 -1.34706 0.62839 -0.0244
Cl 0.12382 -3.49253 2.05978 -0.2938
H -0.00646 4.38566 0.18196 0.2779
H -1.69149 4.03848 0.65857 0.3671
H -0.37490 2.87743 1.02930 -0.0726
H 1.22303 1.47444 -2.87974 0.6370
H -0.50639 1.03497 -2.84930 0.1340
H 0.88619 1.30685 -0.22485 0.0924
H -0.51901 0.26784 -0.70788 0.3945
H 2.46818 -0.18516 -0.69668 -0.0702
H 1.65011 -0.67232 -2.24718 0.5360
H 2.33221 -3.22033 -1.64030 0.5335
H 1.98640 -3.84775 -0.03895 0.5465
H 4.80822 0.02062 0.06652 0.5529
H 5.18898 1.51179 2.05270 0.4008
H 4.29431 1.00399 4.21410 0.6549
H 2.93148 -1.09732 4.52430 0.3061
H 2.58700 -2.60925 2.62445 0.6619
H 0.00838 -4.40220 -1.21120 0.3565
H -1.76401 -1.25243 1.51895 0.1121
Al -2.60294 -0.74928 3.14752 0.6404
N -0.13158 1.07306 4.12687 0.3980
O 0.69251 0.69499 4.97269 -0.5668
O -0.82675 2.06634 4.32156 -0.4301
O -0.27132 0.42172 3.05487 -0.2540
O 3.07772 2.20807 -2.90673 -0.5969
C 3.42182 3.35695 -2.94262 0.4389
O 4.58780 3.79082 -2.43079 -0.3432
C 4.66157 5.22545 -2.52627 -0.4251
C 3.69336 5.59759 -3.63627 -0.5665
C 2.62737 4.51652 -3.50348 -0.2705
H 4.37636 5.65180 -1.56251 0.2664
H 5.68293 5.52234 -2.75215 0.3237
H 3.30821 6.61196 -3.54979 0.3325
H 4.18771 5.50830 -4.60562 0.2725
H 1.85091 4.79134 -2.78766 0.1681
H 2.18585 4.25939 -4.46277 0.3561
Br 5.20621 3.51976 2.36900 -0.6867
C 0.69862 -7.13485 -6.79059 -0.6418
O 0.31909 -5.76557 -7.00512 -0.3137
P -0.83110 -5.16378 -6.10093 1.0476
O -1.47145 -6.10026 -5.17974 -0.6829
O -1.80387 -4.47303 -7.14428 -0.3177
C -2.48549 -5.33207 -8.06482 -0.7126
O -0.12536 -3.91928 -5.42071 -0.3892
C -0.93992 -3.08868 -4.59371 -0.9032
H -0.13310 -7.79701 -7.02596 0.3058
H 1.52853 -7.35946 -7.45568 0.2411
H 1.01508 -7.28892 -5.76054 0.2945
H -3.01260 -6.12523 -7.53307 0.3408
H -1.77221 -5.76582 -8.76690 0.2773
H -3.20521 -4.73422 -8.61680 0.2533
H -1.17300 -3.61225 -3.67974 0.4218
H -1.86078 -2.81267 -5.10984 0.4930
H -0.37999 -2.18444 -4.36525 0.3284
O -3.25248 4.94966 6.18997 -0.6770
S -2.91188 3.89264 7.08816 1.2472
O -2.64645 2.56712 6.62075 -0.5225
O -4.01183 3.82310 8.24439 -0.2899
C -5.39117 3.66351 7.86361 -0.3592
C -5.69924 2.25428 7.39470 -0.9548
C -1.56026 4.40400 8.09332 -0.9715
H -5.65902 4.39985 7.10335 0.3246
H -5.98175 3.88576 8.75099 0.2759
H -5.17327 2.02208 6.46945 0.2624
H -6.76746 2.13726 7.21127 0.3901
H -5.38342 1.52381 8.14055 0.2656
H -1.76366 5.39716 8.48475 0.3364
H -0.67501 4.42085 7.46059 0.3658
H -1.42830 3.68493 8.89775 0.3226
O -6.80157 -3.30524 0.82755 -0.4616
P -5.39104 -2.79991 0.56521 0.8530
O -5.31765 -1.31312 0.91661 -0.4730
O -5.03507 -3.01061 -0.90143 -0.3930
O -4.38445 -3.55914 1.43187 -0.4661
Al 2.45999 2.20571 2.77722 0.6046
Br -2.68048 -2.23757 -2.47255 0.2085



12
Properties=species:S:1:pos:R:3:nbo_charge:R:1 method="wB97M-V/def2-TZVPD" homo_energy_ev=-8.82 e_lumo_ev=0.97 energy_ha=-364.7450 smiles="F[C@@H]1[C@H]2N=CN[C@@H]12" de_lowest_kcal_mol=36.6
F 2.30389 -0.50217 -0.04622 -0.3422
C 0.99063 -0.30843 -0.40331 0.1689
C 0.30230 0.82952 0.27138 -0.1227
N -0.88324 1.34709 -0.38801 -0.4493
C -1.72491 0.38270 -0.39124 0.2473
N -1.36597 -0.77266 0.29711 -0.6091
C 0.00864 -0.60231 0.67208 -0.1268
H 0.77946 -0.54471 -1.45023 0.1797
H 0.90090 1.50188 0.85595 0.2288
H -2.71827 0.44576 -0.86877 0.1981
H -1.73640 -1.64916 0.01394 0.3992
H 0.32383 -1.06419 1.60799 0.2282



21
Properties=species:S:1:pos:R:3:mulliken_spin:R:1 method="wB97M-V/def2-TZVPD" homo_energy_ev="-3.12 / -11.81" s2=0.751 e_lumo_ev="0.78 / 0.64" spin_multiplicity=2 energy_ha=-328.7589 de_lowest_kcal_mol=49.1
C 0.07527 -1.53461 -0.19464 0.1201
C 0.12316 -0.05638 0.23516 1.0636
N 1.53030 0.46404 -0.19398 0.3020
C 1.40584 1.29648 -1.39039 0.2806
C -0.10357 1.50254 -1.65820 0.2893
C -0.71067 1.05914 -0.32905 -0.1302
H -0.91733 -1.92067 -0.42189 -0.0886
H 0.50260 -2.04275 0.67213 -0.1645
H 0.71499 -1.75707 -1.04162 -0.0495
H 0.15929 -0.02535 1.32853 0.3865
H 2.14567 -0.35727 -0.24674 -0.0760
H 1.93166 0.96938 0.67514 -0.5275
H 1.77741 2.30935 -1.21984 -0.2754
H 1.91691 0.90000 -2.25308 0.1179
H -0.40759 2.54800 -1.75133 -0.0073
H -0.56268 1.01229 -2.51238 0.0179
H -1.75858 0.73661 -0.37003 -0.0511
H -0.72544 1.88019 0.38234 -0.1901
H -1.86587 -2.85590 3.28684 -0.0011
H -2.98195 -2.11338 3.80865 0.0056
O -2.24942 -2.01466 3.19438 -0.0223



114
Properties=species:S:1:pos:R:3:mulliken_charge:R:1 method="wB97M-V/def2-TZVPD" homo_energy_ev=-9.35 e_lumo_ev=0.26 energy_ha=-2420.0701 smiles=COC[C@H](C)N.COC[C@H](C)N.OCCO.OCCO.OCCO.OCCO.OCCO.OCCO.OCCO.OCCO de_lowest_kcal_mol=24.1
C -14.11968 15.85382 4.10614 -0.9360
O -14.23002 17.25315 4.32538 -0.2796
C -14.18933 17.99835 3.10412 0.1477
C -14.89255 19.31677 3.25178 -0.0463
C -14.88588 19.92384 1.81996 -1.4223
N -14.17746 20.20989 4.24874 -0.5255
H -13.35494 15.60040 3.40584 0.3354
H -15.05186 15.38476 3.74652 0.3156
H -13.76671 15.49071 5.03667 0.3358
H -13.15649 18.25698 2.76042 -0.5307
H -14.62608 17.49456 2.22026 0.5231
H -15.92342 19.15948 3.55161 0.5436
H -15.50244 20.81000 1.75581 0.4154
H -15.38044 19.18652 1.15817 0.4215
H -13.86583 20.11118 1.48726 0.2195
H -14.34722 19.83972 5.13832 0.1491
H -14.55853 21.12222 4.28384 0.2195
C -2.11817 15.21763 3.68072 -0.7980
O -3.33473 15.88908 3.75372 -0.2814
C -4.01873 15.61384 4.89702 -0.8660
C -5.48499 16.10102 4.66216 0.6873
C -5.65484 17.62427 4.56423 -0.5810
N -6.37363 15.67325 5.78043 -0.5336
H -2.15292 14.12897 3.42828 0.2767
H -1.52152 15.34823 4.62101 0.3104
H -1.58460 15.66420 2.88908 0.2920
H -4.05649 14.55857 5.08706 0.4465
H -3.64693 16.06457 5.84538 0.2654
H -5.86275 15.55191 3.76550 0.2341
H -6.53200 17.79176 3.97133 -0.2558
H -4.75195 18.09954 4.18534 0.5131
H -5.71690 18.00886 5.54577 -0.0726
H -6.17419 16.29936 6.53158 0.0103
H -6.18769 14.71580 6.07974 0.2228
O -8.67847 20.54515 2.67202 -0.4686
C -9.71610 21.14649 1.84727 -0.5995
C -10.92972 21.53575 2.75314 -0.5953
O -11.51770 20.34229 3.34524 -0.3232
H -8.75325 19.59897 2.53590 0.1646
H -9.31490 22.00468 1.30178 0.4652
H -10.21695 20.48082 1.05637 0.1721
H -11.58473 22.19781 2.14357 0.4612
H -10.64145 22.14211 3.55271 0.3360
H -12.47208 20.39936 3.68793 0.1176
O -8.14161 16.46951 0.10680 -0.5285
C -9.40260 17.00283 0.12420 -0.5570
C -10.04780 17.20188 1.47828 0.0766
O -9.07053 17.81937 2.34608 -0.5557
H -7.78246 16.45833 0.98451 0.3145
H -9.45965 17.93345 -0.45603 0.2876
H -10.08655 16.31784 -0.43023 0.3214
H -10.22366 16.14324 1.77396 0.2676
H -11.03564 17.68298 1.49616 0.0772
H -9.22532 17.33277 3.15164 -0.0338
O -11.88711 14.36764 10.03182 -0.5249
C -12.99555 14.04402 10.91428 -0.2079
C -14.35605 14.32364 10.31070 -0.4320
O -14.51572 13.76305 9.01400 -0.5429
H -12.05280 14.04063 9.10196 0.3147
H -12.88600 12.96340 11.19174 0.2653
H -12.90482 14.70839 11.77021 0.2700
H -14.44242 15.35011 10.07225 0.2159
H -15.19143 14.01868 10.95927 0.3473
H -14.66565 12.80180 9.08203 0.3102
O -11.91403 18.68351 9.18321 -0.5187
C -10.61628 18.12806 9.02958 0.8327
C -10.05879 17.75088 10.35008 -0.5217
O -10.99454 17.03363 11.16382 -0.5878
H -12.36668 18.11427 9.79851 0.3924
H -10.58142 17.25453 8.34735 -0.1493
H -10.05190 18.85808 8.49808 -0.3497
H -9.87350 18.69006 10.85269 0.4030
H -9.08926 17.18141 10.26440 0.2275
H -11.10034 16.15126 10.76199 0.3198
O -11.75069 22.29758 7.18310 -0.6601
C -12.33519 20.99789 7.07524 2.1577
C -13.79059 20.83370 7.60386 -0.8561
O -14.30431 19.50299 7.40169 -0.5771
H -11.30180 22.34323 8.02153 0.3899
H -12.37891 20.72213 6.04962 -0.8442
H -11.78572 20.22377 7.60748 -0.7007
H -14.48436 21.49281 7.08543 0.3290
H -13.96418 21.08099 8.63669 0.3443
H -13.66330 18.87867 7.79783 0.3508
O -6.97892 18.26502 8.19167 -0.1992
C -5.58812 18.40215 8.41544 -0.2447
C -5.33839 17.71458 9.73401 -0.4184
O -3.99386 17.82331 10.14344 -0.5488
H -7.41520 19.07862 7.86111 0.2149
H -5.00595 18.04366 7.57662 0.1894
H -5.35904 19.46020 8.50525 0.3658
H -5.73695 16.66453 9.69914 0.2287
H -5.94672 18.23778 10.47648 0.1865
H -3.37294 17.57283 9.49291 0.3189
O -8.94362 20.21851 7.23606 -0.7353
C -8.65548 21.35075 6.41606 -0.2534
C -7.41233 21.09390 5.52388 -0.4878
O -7.16600 22.13980 4.55924 -0.6622
H -9.15691 19.55262 6.60427 0.0968
H -9.52436 21.51658 5.77722 -0.2882
H -8.55032 22.15524 7.08524 0.6742
H -7.59267 20.13653 5.05860 -0.0750
H -6.52890 20.91350 6.06575 0.3312
H -7.62700 21.71310 3.79826 0.4856
O -9.97372 18.91213 5.10558 3.5088
C -10.78588 17.76552 5.16951 -0.0312
C -9.95266 16.64011 5.76297 -1.1212
O -8.93824 16.38501 4.76692 -0.7660
H -10.31542 19.49806 4.38532 -0.9958
H -11.63527 17.91258 5.83502 0.0357
H -11.12347 17.42570 4.17070 -0.2685
H -10.63252 15.82930 5.86420 0.5689
H -9.51206 16.98936 6.65320 0.4101
H -8.22452 15.89550 5.16387 0.3271



35
Properties=species:S:1:pos:R:3:nbo_charge:R:1 method="wB97M-V/def2-TZVPD" homo_energy_ev=-2.44 e_lumo_ev=2.64 energy_ha=-2014.4795 charge=-1 de_lowest_kcal_mol=5.1
C 1.95332 -1.81678 -0.26102 -0.2743
C 1.81052 -2.05766 -1.65420 -0.4590
C 0.39887 -2.25180 -1.91575 -0.3676
H 2.62702 -2.12786 -2.37560 0.2330
C -0.29239 -2.10998 -0.68771 -0.2409
C 0.65573 -1.89640 0.33546 -0.2665
H 0.49618 -2.06034 1.40719 0.2394
H 2.88852 -1.65976 0.29048 0.2281
H -0.04749 -2.52446 -2.87578 0.2205
H -1.35991 -2.26612 -0.52583 0.2232
Sc 1.05577 0.11603 -1.80576 0.9440
Cl 2.63176 1.20644 -0.50594 -0.4819
C 1.05014 1.89241 -3.25321 -0.3282
C -0.18550 1.20107 -3.48485 -0.3451
C 0.12921 -0.08047 -4.03323 -0.3072
H -1.19441 1.57728 -3.31777 0.2446
C 1.55677 -0.21547 -4.07968 -0.3248
C 2.13390 1.00255 -3.59567 -0.3429
H 3.20549 1.19171 -3.52134 0.2518
H 1.16251 2.89723 -2.85107 0.2515
H -0.57994 -0.80825 -4.42717 0.2299
H 2.10476 -1.03284 -4.55014 0.2318
O -1.17917 -0.64546 1.88543 -0.7269
B -0.51706 0.25769 0.97037 0.5864
O -0.55870 1.53367 1.58176 -0.7069
C -1.15134 1.39132 2.82246 0.2342
C -1.47822 2.34058 3.76859 -0.2628
C -2.18537 1.91418 4.90732 -0.2449
C -2.47670 0.56202 5.10293 -0.2432
C -2.12194 -0.39301 4.14340 -0.2632
C -1.49871 0.05386 3.00829 0.2431
H -1.19443 3.37336 3.59508 0.2146
H -2.50791 2.64772 5.64936 0.1999
H -3.00753 0.24064 6.00084 0.1991
H -2.32374 -1.45311 4.25276 0.2112



20
Properties=species:S:1:pos:R:3:nbo_charge:R:1 method="wB97M-V/def2-TZVPD" homo_energy_ev=-7.90 e_lumo_ev=0.71 energy_ha=-349.0344 smiles="CC/C=C/C=C(/C)O" de_lowest_kcal_mol=71.7
C -2.83700 1.10820 0.87566 -0.6224
C -2.82930 0.60074 -0.60097 -0.4421
C -1.31218 0.39786 -0.98955 -0.1762
C -0.50929 -0.55052 -0.42662 -0.1946
C 0.90423 -0.63543 -0.72058 -0.3504
C 1.85298 -0.49887 0.24633 0.3191
C 3.22418 -0.33157 -0.30153 -0.6943
O 1.47853 -0.36956 1.59820 -0.6719
H -1.88722 1.47934 1.28585 0.2194
H -2.92867 0.20038 1.59574 0.2041
H -3.55215 1.87861 1.18759 0.2096
H -3.55504 -0.14058 -0.72928 0.2128
H -3.07757 1.34360 -1.36478 0.2011
H -0.94194 0.89228 -1.83978 0.1879
H -0.76636 -1.34724 0.11726 0.1940
H 0.91716 -0.64211 -1.81314 0.2218
H 4.04255 0.06854 0.24366 0.2215
H 3.16014 0.07940 -1.34982 0.2423
H 3.48902 -1.34412 -0.69813 0.2369
H 2.31016 -0.05410 2.08279 0.4813



50
Properties=species:S:1:pos:R:3:nbo_charge:R:1 method="wB97M-V/def2-TZVPD" homo_energy_ev=-0.44 e_lumo_ev=4.15 energy_ha=-9373.5502 charge=-2 de_lowest_kcal_mol=0.0
K 0.19146 -0.33570 0.66282 0.8462
Se -0.57790 -0.28389 3.87796 -0.7628
Se -2.80712 -0.35151 3.09669 -0.3138
Te -2.71078 -2.50732 1.66069 0.0652
Se -4.98782 -2.59336 0.64440 -0.8751
C 2.11879 -0.18150 -7.15604 -0.2424
C 2.41486 -1.06436 -6.12411 -0.2085
C 1.99688 -0.79018 -4.83173 -0.2373
C 1.29007 0.37653 -4.52941 -0.2000
C 1.00448 1.25448 -5.57275 -0.2569
C 1.41080 0.97732 -6.87361 -0.2210
P 0.83174 0.60923 -2.75606 0.8107
C -0.17851 2.14017 -2.83520 -0.2228
C -1.44075 2.08987 -3.42935 -0.2354
C -2.29466 3.18111 -3.38728 -0.2278
C -1.90760 4.34195 -2.72871 -0.2310
C -0.65710 4.40224 -2.13169 -0.2003
C 0.20340 3.31396 -2.19089 -0.2319
C 2.40799 1.16984 -2.02675 -0.4456
C 3.28719 1.98864 -2.75517 -0.2458
C 4.44062 2.46004 -2.15462 -0.2666
C 4.69225 2.11243 -0.82635 -0.2415
C 3.80240 1.30442 -0.13281 -0.2807
C 2.60983 0.77546 -0.68573 -0.3650
H 2.43504 -0.39829 -8.16910 0.1959
H 2.96757 -1.97340 -6.32898 0.1988
H 2.22729 -1.48396 -4.03072 0.2195
H 0.46335 2.17005 -5.36562 0.2206
H 1.17834 1.67764 -7.66744 0.1975
H -1.76847 1.17290 -3.90838 0.2111
H -3.27551 3.11480 -3.84298 0.2003
H -2.58441 5.18539 -2.66590 0.1974
H -0.35456 5.29375 -1.59572 0.2010
H 1.16899 3.36075 -1.70255 0.2348
H 3.06971 2.25616 -3.78588 0.1939
H 5.13256 3.08936 -2.70443 0.1837
H 5.59057 2.48171 -0.33656 0.1804
H 4.05070 1.07131 0.90183 0.1758
C -3.32444 0.44806 -1.02965 -0.6866
C -2.81390 1.50931 -0.12518 0.3959
N -1.56022 1.70594 0.20564 -0.5345
C -1.56047 2.74250 1.11187 -0.0790
C -2.82542 3.18665 1.31906 -0.1266
N -3.62017 2.39890 0.51145 -0.5319
H -2.47446 -0.03106 -1.51474 0.2340
H -3.97268 0.86149 -1.80604 0.2009
H -3.87425 -0.32367 -0.47876 0.2868
H -0.65061 3.06932 1.58520 0.2098
H -3.23117 3.93873 1.97100 0.2011
H -4.62204 2.32837 0.54974 0.4099



32
Properties=species:S:1:pos:R:3:nbo_charge:R:1 method="wB97M-V/def2-TZVPD" homo_energy_ev=-10.31 e_lumo_ev=-1.54 energy_ha=-1313.9854 smiles="COCC1=C(CCCCS(=O)(=O)O)C(=O)OC1=O"
C 1.84519 -3.56843 0.14334 -0.2811
O 2.65816 -2.34077 -0.05382 -0.5581
C 1.79146 -1.25805 -0.62640 -0.1136
C 2.09236 0.08591 0.27891 -0.0982
C 1.68631 1.46583 -0.10126 -0.0324
C 0.86604 2.07169 -1.38498 -0.4526
C -0.74976 2.01556 -0.95635 -0.4059
C -1.17136 0.47512 -0.58671 -0.4444
C -2.78039 0.16118 -0.64256 -0.6261
S -3.63973 0.24781 1.04485 2.0958
O -4.32777 1.62729 1.28505 -0.8465
O -2.70576 -0.11084 2.23691 -0.8698
O -4.84816 -1.00212 1.01784 -0.8328
C 2.29292 2.31565 1.17406 0.7451
O 2.33614 3.66639 1.04700 -0.5343
O 2.70599 1.46220 2.31862 -0.4876
C 2.85781 0.12274 1.72812 0.7516
O 3.51284 -0.80303 2.43262 -0.4953
H 1.35903 -3.88038 -0.87956 0.1769
H 2.57991 -4.40875 0.52233 0.2220
H 1.05668 -3.31459 0.98208 0.1881
H 0.69185 -1.65624 -0.52207 0.2089
H 2.10373 -1.15242 -1.76061 0.2203
H 1.10631 3.22069 -1.60269 0.2723
H 1.06767 1.51095 -2.39459 0.2364
H -1.43232 2.38929 -1.83076 0.2251
H -0.82909 2.67214 0.02792 0.2415
H -0.76400 0.18668 0.49610 0.2687
H -0.67195 -0.21431 -1.42332 0.2162
H -3.36067 0.77592 -1.48456 0.2784
H -2.88168 -0.97758 -0.98663 0.2388
H -4.44777 -1.78551 0.50111 0.4921